59
Properties=species:S:1:pos:R:3:forces:R:3 method="wB97M-V/def2-TZVPD" homo_lumo_gap_ev="7.68 / 3.57" relative_energy_ev=0.000 lumo_energy_ev="-10.1 / -14.3" multiplicity=5 e_tot_ha=-2260.7039 homo_energy_ev="-17.74 / -17.88" fmax_ev_per_a=5.53 total_charge=+3
C 6.2458 0.9340 -1.2050 -0.304 0.098 -0.126
C 4.7469 0.7914 -1.0705 -0.812 0.688 -2.381
H 6.4056 1.3404 -2.2089 0.026 -0.134 0.193
H 6.7547 -0.0376 -1.1192 -0.238 0.288 0.180
H 6.6584 1.6444 -0.4762 -0.188 -0.348 0.025
O 3.9382 1.0481 -1.9409 1.424 -0.685 2.454
Cl 4.1527 0.1390 0.5389 0.062 -0.097 -0.205
Ru 0.6361 0.1359 -0.2046 -1.000 -0.523 1.492
P 1.1848 -1.8746 -1.1224 1.671 -2.254 -2.097
C 0.2612 -2.4059 -2.6078 -0.302 0.185 0.098
C 2.9134 -2.0109 -1.7217 0.026 0.349 0.168
H 3.0250 -2.9010 -2.3587 -0.122 0.244 0.265
H 1.4579 -4.1274 -0.2282 -0.054 0.321 0.029
H 3.6134 -2.0543 -0.8729 -0.304 -0.081 -0.370
H 1.4738 -2.8547 1.0422 -0.040 -0.276 -0.131
H 0.3380 -1.6226 -3.3777 -0.014 -0.309 0.171
H 3.1296 -1.1019 -2.3054 -0.024 -0.443 0.107
C 0.9952 -3.1889 0.1108 -0.282 0.044 0.371
H 0.6812 -3.3451 -2.9998 -0.074 0.319 0.194
H -0.0734 -3.3593 0.3024 0.392 -0.087 -0.043
H -0.7956 -2.5631 -2.3560 0.344 0.011 -0.217
P 0.8678 2.2450 0.5948 1.216 3.394 0.369
C -0.2013 3.5612 -0.0972 -0.270 -0.294 -0.054
C 0.6042 2.2131 2.3874 -0.303 -0.406 0.086
H 3.2392 2.3790 1.0118 -0.284 0.436 -0.186
H 2.5547 4.0215 0.7139 -0.160 -0.384 -0.148
H 2.8318 2.8549 -0.6555 -0.072 0.252 0.399
C 2.5370 2.9652 0.4011 0.142 -0.379 -0.121
H 1.2438 1.4228 2.8043 -0.119 0.265 0.115
H 0.8633 3.1824 2.8359 -0.003 -0.235 -0.174
H 0.0235 4.5275 0.3759 0.054 -0.324 -0.078
H -1.2548 3.3114 0.0812 0.329 0.232 -0.056
H -0.4482 1.9791 2.5997 0.356 0.134 0.077
H -0.0383 3.6392 -1.1826 0.009 0.051 0.345
C 0.0695 0.8608 -1.7848 -2.124 2.137 -4.639
O -0.4764 1.3337 -2.7096 2.094 -1.790 3.326
C -3.3863 -3.9056 0.3207 0.127 -0.206 0.935
C -3.2827 -3.1088 -0.8239 -0.048 -0.421 -0.001
C -2.5609 -1.9173 -0.7747 1.014 1.585 1.153
C -1.9181 -1.5183 0.4173 -1.031 -0.436 -1.133
C -2.0353 -2.3366 1.5735 0.613 1.712 0.201
C -2.7912 -3.5038 1.5213 -0.841 -1.383 -0.872
N -1.3011 -0.2190 0.4157 -0.479 -0.247 0.154
C -2.2413 0.7822 0.8154 -1.185 0.885 -0.126
C -2.9186 1.6269 -0.1121 1.801 -1.708 -0.240
C -3.9871 2.4040 0.3129 -0.883 0.816 0.789
C -4.3687 2.4063 1.6595 0.131 -0.276 0.404
C -3.6965 1.5924 2.5809 -1.133 1.241 0.346
C -2.6369 0.8138 2.1706 1.257 -1.825 -0.881
H -3.9371 -4.8417 0.2691 0.061 0.181 0.093
H -3.7366 -3.4187 -1.7618 -0.046 0.020 0.153
H -2.5094 -1.2366 -1.6232 -0.080 -0.277 0.033
H -1.5448 -2.0113 2.5022 -0.216 -0.358 -0.394
H -2.8965 -4.1340 2.4023 0.068 0.188 -0.128
H -2.6077 1.6432 -1.1677 -0.244 -0.067 0.553
H -4.5355 3.0508 -0.3819 0.348 -0.349 0.147
H -5.1869 3.0345 2.0051 0.124 -0.156 -0.164
H -3.9853 1.5774 3.6353 0.006 0.082 -0.401
H -2.0942 0.1377 2.8491 -0.419 0.601 -0.060



15
Properties=species:S:1:pos:R:3:forces:R:3 method="wB97M-V/def2-TZVPD" homo_lumo_gap_ev=8.06 relative_energy_ev=3.083 lumo_energy_ev=-0.5 e_tot_ha=-1045.7308 homo_energy_ev=-8.61 fmax_ev_per_a=4.26 total_charge=0
S -3.0553 0.0052 -0.5239 0.567 -0.932 0.327
C -2.0160 -1.1824 -0.1021 -0.317 0.432 -1.013
C -0.9166 -0.9885 0.9514 -1.326 0.228 0.677
C 0.3510 -0.9837 0.2062 0.907 1.069 -0.799
S 0.9929 -2.2915 -0.5456 0.310 0.519 0.220
N 0.8210 0.3247 0.2243 1.830 -1.420 -0.561
C 0.5007 1.6437 -0.2171 -0.049 0.205 -1.063
C 1.8273 1.0608 -0.5224 2.355 0.159 3.543
H -1.9823 -2.1493 -0.7344 0.049 1.417 1.399
H -0.8383 0.0386 1.4275 -1.469 -1.428 -0.137
H -1.0437 -1.8140 1.6907 0.519 0.608 -0.423
H -0.1279 1.7182 -1.1217 -0.117 0.328 0.974
H 0.6281 2.4143 0.5267 -1.081 0.284 0.050
H 2.1316 0.7638 -1.4882 0.070 -0.391 -0.916
H 2.7276 1.4401 0.2285 -2.248 -1.079 -2.277



17
Properties=species:S:1:pos:R:3:forces:R:3 method="wB97M-V/def2-TZVPD" homo_lumo_gap_ev=8.19 relative_energy_ev=4.202 lumo_energy_ev=0.8 e_tot_ha=-309.6879 homo_energy_ev=-7.41 fmax_ev_per_a=0.35 total_charge=0
C -2.2859 -0.7748 0.4974 -0.321 -0.096 0.052
C -0.2047 -0.2261 -0.7713 0.318 0.134 -0.036
O -0.8998 -0.7346 0.8644 0.089 0.150 0.043
C 0.1098 1.2335 -0.4227 -0.040 0.048 -0.094
C 1.5206 1.2649 0.1330 0.092 -0.125 0.005
C 2.1030 0.0760 -0.0170 -0.046 0.130 0.047
C 1.1535 -0.9017 -0.6781 0.011 -0.030 -0.083
H -2.9010 -0.8473 1.3967 0.015 -0.048 -0.027
H -2.3819 -1.6584 -0.1306 -0.136 0.121 0.131
H -2.5470 0.0974 -0.1096 0.010 -0.134 0.218
H -0.7403 -0.0432 1.5272 -0.070 -0.121 -0.162
H 0.0440 1.7942 -1.3665 0.073 -0.009 0.074
H -0.6485 1.7059 0.2239 0.119 -0.111 -0.169
H 1.9987 2.1568 0.5301 -0.048 -0.136 -0.027
H 3.1338 -0.1570 0.2379 -0.147 0.054 0.023
H 1.0963 -1.8848 -0.1961 -0.004 0.162 -0.089
H 1.4495 -1.1005 -1.7188 0.083 0.012 0.095



14
Properties=species:S:1:pos:R:3:forces:R:3 method="wB97M-V/def2-TZVPD" homo_lumo_gap_ev="3.31 / 7.40" relative_energy_ev=0.000 lumo_energy_ev="6.4 / 5.8" multiplicity=3 e_tot_ha=-936.8983 homo_energy_ev="3.08 / -1.65" fmax_ev_per_a=2.32 total_charge=-2
C 0.1881 0.4982 0.5484 -0.814 -1.266 1.429
C 2.5527 -1.0712 -0.4650 -0.538 -0.519 1.092
O -3.7727 -0.0747 1.6662 0.122 0.418 -0.068
O -3.2242 -0.6586 -0.7378 0.230 -0.146 -0.570
O -3.7053 1.8016 -0.1182 0.143 -0.041 0.079
Si 2.0430 0.5489 0.3807 0.331 0.447 -2.256
P -3.5169 0.3799 0.2688 -0.664 -0.253 0.579
H -0.0814 0.4407 1.6334 -0.046 0.331 -0.777
H -0.3119 1.3241 0.0706 -0.224 0.404 -0.158
H -0.2188 -0.4648 0.1436 0.390 0.829 0.097
H 3.0511 -0.8477 -1.3806 0.924 0.285 -0.690
H 3.1482 -1.6650 0.2434 -0.316 -0.364 -0.596
H 1.5925 -1.5283 -0.7918 0.553 -0.133 0.594
H 2.2556 1.3169 -1.4618 -0.090 0.008 1.245



20
Properties=species:S:1:pos:R:3:forces:R:3 method="wB97M-V/def2-TZVPD" homo_lumo_gap_ev=9.45 relative_energy_ev=2.193 lumo_energy_ev=0.6 e_tot_ha=-473.7222 homo_energy_ev=-8.86 fmax_ev_per_a=3.68 total_charge=0
C 2.9786 0.3589 -0.2714 1.611 1.561 0.474
N 1.7434 0.8231 0.2791 -1.838 -1.508 -0.138
C 0.7945 1.2136 -0.4649 1.332 2.382 -2.469
N 1.0055 1.7705 -1.7929 -0.060 -0.757 1.604
N -0.4583 1.5557 -0.0551 -0.500 -0.550 1.082
H 3.3553 0.8459 -1.1963 -0.284 0.446 0.381
H 3.0744 -0.6823 -0.5764 -0.418 -0.398 0.820
H 3.6614 0.6701 0.5660 0.199 -1.001 -1.167
H 1.8103 1.4878 -2.2976 0.575 -0.241 -0.126
H 0.2334 1.9538 -2.3896 -0.629 -0.151 -0.205
H -0.8919 1.0173 0.6844 0.393 0.541 -0.840
H -1.0532 2.0407 -0.6949 -0.251 -0.064 0.025
C -1.8731 -2.5019 0.6742 -1.187 0.576 -0.827
C -2.4796 -1.2085 1.1553 1.682 1.443 0.757
O -3.4343 -0.6165 0.7468 -0.220 -0.675 -0.512
O -1.6944 -0.6415 2.1210 1.505 1.680 0.159
H -2.3846 -2.4668 -0.2841 0.262 -1.315 -0.412
H -2.1950 -3.2939 1.3137 -0.591 -0.726 0.191
H -0.7925 -2.6318 0.5788 -0.183 0.891 0.143
H -1.3999 0.3059 1.9040 -1.400 -2.136 1.059



14
Properties=species:S:1:pos:R:3:forces:R:3 method="wB97M-V/def2-TZVPD" homo_lumo_gap_ev=10.69 relative_energy_ev=2.122 lumo_energy_ev=1.0 e_tot_ha=-266.6440 homo_energy_ev=-9.67 fmax_ev_per_a=4.32 total_charge=0
H -1.8062 -1.6183 0.1780 -0.617 0.699 -0.375
N -2.5004 -0.8443 0.0416 1.628 0.437 0.345
C -1.9031 0.2537 -0.2113 1.202 -0.080 -0.897
N -0.5142 0.5339 -0.5757 -2.602 -3.271 1.105
C 0.3178 1.4316 0.0988 0.528 1.481 2.012
C 0.4857 -0.0474 0.3279 1.411 -0.136 -2.133
C 1.6078 -0.9370 -0.2517 -0.914 -1.568 1.634
H -2.4194 1.1722 -0.3533 -1.121 0.574 0.047
H 0.9008 2.0290 -0.5930 0.470 -0.108 0.299
H 0.0008 1.9868 1.0374 0.025 -0.553 -1.328
H 0.1744 -0.4098 1.2874 -0.559 0.118 0.395
H 2.5013 -0.6780 0.3303 0.054 -0.378 -0.224
H 1.8123 -0.7655 -1.3052 -0.215 -0.120 -0.014
H 1.3425 -2.1069 -0.0113 0.711 2.904 -0.866



32
Properties=species:S:1:pos:R:3:forces:R:3 method="wB97M-V/def2-TZVPD" homo_lumo_gap_ev="7.75 / 8.39" relative_energy_ev=2.418 lumo_energy_ev="-1.1 / -0.4" e_tot_ha=-886.7523 homo_energy_ev="-8.89 / -8.83" fmax_ev_per_a=4.81 total_charge=0
C 1.8768 -0.2716 -2.3922 -0.826 0.491 0.129
C 0.8134 -3.6387 0.6225 0.110 -2.053 -3.251
C 0.1167 -3.4777 1.7745 -0.999 -0.906 2.555
C 1.1308 -2.4757 -0.1344 1.135 -1.037 -1.400
C -0.1007 -2.2195 2.3565 0.996 0.698 0.152
C 0.8533 -1.2929 0.4192 0.581 0.784 -0.437
C 0.3385 -1.0791 1.6668 -1.224 0.880 0.935
C -0.5972 0.5402 3.2052 1.222 -4.515 1.126
C -0.5905 2.5650 -3.0442 -1.588 -0.747 -1.725
C -1.4640 0.2858 -1.2872 -0.977 -2.610 -0.386
C -0.1992 2.9053 -0.0967 0.609 2.256 1.247
C 1.5717 0.7444 -1.5645 -2.533 1.058 0.738
N 2.1855 -1.1731 -3.0136 0.794 -2.473 -1.904
O 0.1858 0.2387 2.0650 0.781 -0.703 -0.221
Si -0.1527 1.6430 -1.4711 -0.240 -0.635 0.168
H 0.9677 -4.6883 0.0690 -0.323 2.430 1.660
H -0.3070 -4.3089 2.4198 0.911 0.674 -1.229
H 1.6274 -2.5160 -1.1648 -0.786 -0.170 1.494
H -0.3464 -2.1723 3.4237 -0.465 0.094 -0.599
H -1.5694 0.1650 3.0069 -1.373 0.213 -0.042
H -0.5022 1.5457 3.3521 -0.055 2.553 0.511
H -0.2684 -0.0721 4.1549 -0.195 1.358 -1.585
H -1.6460 2.1250 -3.3792 2.261 0.777 0.460
H -0.7718 3.6390 -2.9838 0.132 0.005 0.501
H 0.1244 2.4675 -3.8968 -0.578 -0.290 0.595
H -2.5094 0.6792 -1.1385 1.006 -0.039 -0.300
H -1.5568 -0.4888 -2.2166 0.432 2.005 1.947
H -1.3117 -0.4234 -0.3935 -0.002 1.220 -1.254
H -0.1029 2.6093 0.9633 -0.618 -0.606 -0.518
H 0.7840 3.4789 -0.1100 -1.025 -0.265 -0.642
H -1.0421 3.7193 -0.1359 1.481 -1.672 -0.234
H 2.4627 0.9469 -1.0764 1.358 1.224 1.509



17
Properties=species:S:1:pos:R:3:forces:R:3 method="wB97M-V/def2-TZVPD" homo_lumo_gap_ev=10.67 relative_energy_ev=0.936 lumo_energy_ev=0.8 e_tot_ha=-326.0971 homo_energy_ev=-9.91 fmax_ev_per_a=0.76 total_charge=0
C 2.1600 -0.7317 0.3054 -0.743 0.117 -0.137
N 0.9610 -0.4291 0.5548 -0.082 0.127 0.578
C 0.6566 0.9873 0.7855 0.066 0.316 0.055
C 0.9644 1.9554 -0.3469 0.110 -0.618 -0.038
H 2.8608 0.0533 0.0151 0.589 -0.321 0.352
H 2.4001 -1.7896 0.3869 0.425 0.114 -0.537
H 1.2113 1.2966 1.6778 0.031 -0.094 -0.037
H -0.3909 1.0767 1.0557 -0.167 -0.122 -0.101
H 0.8044 2.9535 0.0234 -0.276 0.470 -0.105
H 0.3382 1.7337 -1.2093 -0.091 0.218 -0.047
H 2.0005 1.9088 -0.6668 0.209 -0.070 -0.046
O -0.9969 -1.8445 -1.1704 0.468 0.069 -0.486
H -0.2113 -1.3429 -0.8978 -0.220 -0.084 0.484
H -0.6911 -2.2559 -1.9901 -0.370 -0.051 0.116
O -2.9318 0.2109 0.4338 -0.119 0.330 0.512
H -3.1499 0.4921 -0.4596 0.295 -0.411 -0.019
H -2.3124 -0.5270 0.4044 -0.126 0.011 -0.546